No. 1
{"formula": "C4H7N3", "method": "ωB97M-V/def2-TZVPD", "smiles": "NC1=C[C@]2(N)N[C@H]12", "e_lumo_ev": 1.09, "species": ["H", "C", "C", "N", "H", "H", "H", "H", "N", "H", "C", "C", "H", "N"], "xyz": [[1.1206, -1.6951, 1.2193], [-0.4739, -0.6012, 0.6171], [0.8020, 0.1149, 0.4135], [-2.1274, -0.0794, -1.3491], [2.5997, 0.5467, 1.2115], [-1.0022, -0.7073, 1.5557], [-2.1192, 0.2575, -2.3017], [1.4902, 1.7312, 1.3737], [0.7819, -1.3538, 0.3128], [-2.6173, -0.9550, -1.2382], [-0.9398, 0.0481, -0.6724], [0.2157, 0.7170, -0.8563], [0.6503, 1.2522, -1.6926], [1.6194, 0.7242, 1.4067]], "forces_ev_per_angstrom": [[0.0, 0.0, -0.1], [-0.2, 0.2, 0.2], [-0.1, 0.1, 0.1], [0.1, -0.1, -0.1], [-0.1, 0.0, 0.0], [0.0, -0.1, -0.1], [0.0, -0.1, 0.1], [0.0, -0.1, 0.1], [0.1, -0.1, 0.0], [0.1, 0.1, 0.0], [0.1, 0.1, -0.1], [0.0, 0.0, -0.2], [0.0, -0.1, 0.0], [0.1, 0.1, -0.1]], "lowdin_charge": [0.088, -0.165, -0.524, 0.111, 0.076, 0.137, 0.094, 0.080, 0.106, 0.094, -0.301, 0.028, 0.085, 0.090]}

No. 2
{"formula": "C4H7N3", "method": "ωB97M-V/def2-TZVPD", "e_lumo_ev": 1.01, "species": ["H", "C", "H", "N", "H", "C", "H", "C", "H", "N", "H", "N", "C", "H"], "xyz": [[0.1002, 1.8653, 1.1155], [0.5773, -0.8569, -0.5868], [-2.8962, -0.0645, 0.4889], [1.9085, 1.0134, 0.1811], [-1.7869, -1.1679, -0.5398], [1.8021, -0.1145, -0.4043], [-0.0325, -2.8123, -1.5888], [0.0690, -1.8619, -1.1203], [-1.6220, 1.9099, 1.4733], [-1.9861, -0.3184, 0.1210], [2.6682, -0.6369, -0.8280], [-0.8180, 1.4436, 1.0615], [-0.8647, 0.2856, 0.4236], [2.8812, 1.3155, 0.2031]], "forces_ev_per_angstrom": [[-0.1, -0.1, 0.1], [-0.7, 0.1, 0.0], [0.1, -0.2, -0.4], [-0.1, -0.2, 0.0], [-0.4, 1.1, 1.2], [0.3, 0.2, 0.2], [0.2, 0.0, -0.2], [-0.4, 0.2, 0.4], [0.2, 0.0, -0.2], [0.8, -0.9, -0.4], [0.0, 0.1, 0.0], [0.0, -0.2, 0.3], [0.1, 0.0, -1.1], [-0.1, 0.0, -0.1]], "lowdin_charge": [0.060, -0.250, 0.102, 0.071, 0.088, -0.261, 0.015, 0.031, 0.101, 0.068, 0.111, 0.099, -0.285, 0.049]}

No. 3
{"formula": "C4H7N3O", "method": "ωB97M-V/def2-TZVPD", "smiles": "NC(=O)N1C=CCN1", "e_lumo_ev": 0.41, "species": ["H", "C", "N", "C", "H", "O", "C", "H", "C", "H", "H", "H", "H", "N", "N"], "xyz": [[-0.6425, 0.0958, -3.0495], [-1.4421, -0.1865, 0.1961], [0.0214, 0.3729, 0.0348], [-1.8739, -0.2176, -1.1092], [-1.1375, 1.5014, -1.9803], [2.1707, -0.1458, 0.5719], [0.9470, -0.1217, 0.9704], [-2.8243, -0.2227, -1.6432], [-0.8598, 0.4257, -1.8872], [0.1121, 0.8428, 2.5726], [-1.7668, -0.6693, 1.1251], [1.3477, -0.6537, 2.7470], [0.7236, -0.7593, -1.2095], [0.4578, -0.3503, 2.3249], [0.4058, 0.2105, -1.2395]], "forces_ev_per_angstrom": [[-1.2, 0.5, 2.8], [1.3, -0.4, -3.0], [-2.5, -1.5, 6.0], [-1.2, 0.2, 2.6], [0.7, -0.3, 0.2], [-4.3, -1.0, 2.3], [3.4, 1.8, -1.7], [-0.2, -0.9, 1.0], [2.3, 0.3, -5.8], [1.7, -4.9, -0.3], [0.1, 0.8, -0.4], [-0.6, 0.8, 0.7], [0.0, -0.2, -1.5], [0.0, 4.4, -1.6], [0.6, 0.6, -1.3]], "lowdin_charge": [0.173, 0.029, -0.116, -0.103, 0.127, 0.000, -0.511, 0.108, -0.272, 0.235, 0.098, 0.076, 0.130, 0.064, -0.038]}

No. 4
{"formula": "C4H7N3O", "method": "ωB97M-V/def2-TZVPD", "smiles": "[H]/N=C1/OCC=NN1C", "e_lumo_ev": 0.50, "species": ["N", "H", "C", "O", "H", "C", "N", "H", "N", "H", "C", "H", "C", "H", "H"], "xyz": [[-1.0316, -0.7930, -0.7066], [1.7599, -0.3666, -2.1293], [-0.3794, -0.6110, -1.8641], [1.4602, 0.7305, -0.5797], [-0.6072, -1.4805, -2.6679], [0.6348, 0.7730, 0.4513], [1.1606, 1.0538, 1.6404], [-0.2173, -0.9005, 2.2769], [-0.7054, 0.2745, 0.3101], [0.4597, 1.1571, 2.3672], [0.8669, 0.2159, -1.8348], [-1.4123, 0.4285, 2.2220], [-1.0644, -0.4001, 1.6260], [-1.8405, -1.0858, 1.3810], [0.9159, 1.0041, -2.4925]], "forces_ev_per_angstrom": [[2.3, 2.8, -2.8], [-0.8, -0.5, -0.4], [-1.4, -3.0, 3.4], [-1.9, -0.4, -1.0], [0.7, 2.5, 1.8], [0.9, -0.6, 4.2], [-1.0, 0.4, -3.4], [-1.3, 0.8, -2.0], [0.5, -2.9, 0.4], [0.1, -0.2, -0.3], [2.5, -1.4, 0.5], [-0.6, -0.1, 0.5], [1.2, 0.8, 0.5], [-0.6, -0.4, 0.1], [-0.5, 2.1, -1.5]], "lowdin_charge": [0.076, 0.138, -0.093, 0.015, 0.160, -0.475, 0.118, 0.126, -0.080, 0.018, -0.123, 0.062, -0.085, 0.053, 0.090]}

No. 5
{"formula": "C4H7N3O", "method": "ωB97M-V/def2-TZVPD", "smiles": "[H]/N=c1\\cc[nH]n1OC", "e_lumo_ev": 0.87, "species": ["O", "C", "H", "H", "C", "C", "H", "N", "N", "H", "H", "H", "C", "H", "N"], "xyz": [[-0.5339, 1.6553, -0.4333], [-1.7854, 0.9511, -0.5137], [1.2941, -0.9816, -2.4556], [-2.5308, 1.6569, -0.8875], [0.9146, -0.3008, -0.7272], [1.2568, -1.3282, 0.3389], [1.7199, -2.2995, 0.1430], [0.8030, -0.2400, -1.9923], [0.2691, 0.4036, 1.3399], [-1.5864, 0.1193, -1.2832], [-2.1098, 0.5585, 0.4937], [0.8378, -1.2947, 2.5095], [0.8597, -0.8395, 1.5409], [0.1572, 1.1966, 1.9363], [0.4342, 0.7430, -0.0094]], "forces_ev_per_angstrom": [[0.3, -0.8, 0.4], [0.1, -1.4, -0.8], [0.0, -0.6, -0.2], [0.2, -0.1, 0.0], [-0.4, -1.6, 0.3], [0.4, 0.4, -0.6], [-0.4, 0.5, 0.1], [0.5, 0.0, -0.5], [-0.2, -1.0, -0.4], [-0.8, 1.0, 1.2], [0.4, 0.3, -1.1], [0.2, 0.0, 0.3], [-0.5, 1.1, -1.4], [0.4, 0.0, 0.5], [-0.4, 2.1, 2.1]], "lowdin_charge": [-0.104, -0.080, 0.031, 0.083, -0.427, 0.004, 0.098, 0.116, 0.036, 0.101, 0.090, 0.111, -0.086, 0.147, -0.119]}

No. 6
{"formula": "C4H7N3O", "method": "ωB97M-V/def2-TZVPD", "smiles": "Nc1c(O)ccn1N", "e_lumo_ev": 0.49, "species": ["N", "C", "H", "H", "H", "C", "O", "C", "H", "N", "N", "H", "C", "H", "H"], "xyz": [[-0.4854, 1.9100, -0.0931], [-1.1993, -0.3629, -0.1418], [1.6053, -2.2742, 0.2597], [2.4070, 0.8112, 0.8291], [-0.9046, -2.7007, 0.1551], [-0.2611, 0.5032, -0.0275], [-2.3176, 0.0110, 0.0702], [0.8018, -1.4130, 0.0414], [2.2785, 0.9740, -0.9359], [1.0216, -0.0788, 0.0064], [2.4054, 0.3372, -0.1375], [-1.4116, 2.3505, -0.4556], [-0.5610, -1.6925, -0.1119], [-2.9401, -0.8231, -0.4917], [-0.4389, 2.4482, 1.0331]], "forces_ev_per_angstrom": [[-0.3, 3.6, 3.9], [8.3, -7.0, -0.2], [-1.7, 2.7, -0.8], [1.4, 0.2, -2.4], [-0.4, 0.7, -0.5], [3.8, 5.6, -1.0], [-14.3, -2.1, -1.9], [0.0, -3.2, -0.1], [1.0, 0.5, 0.8], [0.0, -2.5, 0.0], [-2.8, 1.5, 2.1], [2.1, -2.1, 0.6], [1.2, 0.5, 0.9], [1.9, 4.0, 2.7], [-0.1, -2.2, -4.2]], "lowdin_charge": [0.028, -0.557, 0.156, 0.123, 0.091, -0.352, 0.087, -0.141, 0.089, -0.163, 0.093, 0.104, -0.015, 0.280, 0.177]}

No. 7
{"formula": "C4H7N3O", "method": "ωB97M-V/def2-TZVPD", "smiles": "N[C@@H]1C=CN=C1NO", "e_lumo_ev": 0.45, "species": ["H", "O", "N", "C", "N", "H", "H", "H", "C", "C", "H", "C", "N", "H", "H"], "xyz": [[0.7816, 2.0999, -1.1700], [-2.9633, -0.0312, 0.1014], [0.9559, 1.7816, -0.1689], [0.6853, 0.3870, 0.2401], [-1.6371, 0.7684, 0.0919], [0.4749, 0.4376, 1.2914], [0.7103, -2.7966, -0.1183], [1.8349, 2.0324, 0.4567], [-0.6861, -0.1634, -0.0745], [1.4594, -0.7451, -0.0501], [-1.4044, 1.4733, -0.7190], [0.6052, -1.7737, -0.0520], [-0.7135, -1.3906, -0.2533], [2.5828, -1.0866, 0.4997], [-2.6860, -0.9930, -0.0750]], "forces_ev_per_angstrom": [[1.4, -0.8, 2.1], [1.7, 0.9, -0.9], [1.4, -0.1, 1.5], [-1.7, 3.3, -1.1], [-2.9, -0.8, -1.5], [0.5, 0.1, 1.1], [1.0, -2.0, 0.3], [-2.4, 0.2, -2.9], [1.7, 3.3, 0.6], [6.0, -4.6, 3.0], [-1.9, -1.3, 1.6], [0.0, 0.4, -2.0], [-1.7, -2.0, 0.4], [-3.1, 1.6, -2.2], [0.0, 1.8, 0.1]], "lowdin_charge": [0.104, -0.079, 0.019, -0.401, 0.067, 0.163, 0.085, 0.136, -0.443, -0.087, 0.178, -0.134, 0.120, 0.185, 0.088]}

No. 8
{"formula": "C4H7N3O", "method": "ωB97M-V/def2-TZVPD", "e_lumo_ev": -0.09, "species": ["C", "C", "H", "N", "H", "H", "C", "H", "H", "C", "N", "O", "N", "H", "H"], "xyz": [[-0.5011, -0.4300, -0.0945], [1.8186, -0.7009, 0.0680], [-3.5774, 0.7490, 0.0558], [1.5788, -1.9910, -0.0568], [2.4763, -2.5629, -0.2281], [-0.5319, -1.5082, 0.0615], [0.6913, 1.5545, 0.0283], [1.6960, 2.2716, -0.4972], [2.8741, -0.2757, 0.1718], [-2.8448, -0.1506, -0.0358], [-1.5338, 0.4208, -0.1105], [-3.1825, -1.3235, 0.0897], [0.6920, 0.1523, 0.0773], [-0.2422, 1.9451, -0.5986], [0.5867, 1.8494, 1.0691]], "forces_ev_per_angstrom": [[-3.2, 1.7, 1.5], [0.5, -2.9, -0.3], [0.7, -1.6, -0.4], [2.6, 1.7, -0.4], [-1.7, 1.4, 0.8], [-0.2, 0.2, -0.6], [1.3, 5.1, -2.0], [-2.6, -3.0, 1.7], [-1.8, -0.1, -0.3], [-0.3, 0.1, 0.9], [0.1, -2.8, -0.4], [0.7, 2.0, -0.5], [1.8, -1.8, -1.5], [2.2, -1.0, 1.6], [-0.1, 0.9, -0.1]], "lowdin_charge": [-0.119, -0.191, 0.129, 0.049, 0.082, 0.132, -0.118, 0.171, 0.143, -0.336, 0.036, 0.007, -0.169, 0.112, 0.073]}

Number 1: maximum force 0.4 eV/Å, total energy -8728.8314 eV. Number 2: maximum force 1.7 eV/Å, total energy -8727.5998 eV. Number 3: maximum force 6.7 eV/Å, total energy -10775.2539 eV. Number 4: maximum force 4.7 eV/Å, total energy -10775.6674 eV. Number 5: maximum force 3.0 eV/Å, total energy -10775.4805 eV. Number 6: maximum force 14.6 eV/Å, total energy -10773.6183 eV. Number 7: maximum force 8.1 eV/Å, total energy -10773.8641 eV. Number 8: maximum force 5.7 eV/Å, total energy -10776.6646 eV.